# 1
C21H47BF6N6PPdS3Si4Te | ωB97M-V with the def2-TZVPD basis set

```
91
C21H47BF6N6PPdS3Si4Te (ωB97M-V with the def2-TZVPD basis set)
Te 0.23 -1.20 -0.71
Pd 0.91 1.20 -0.89
S -0.36 2.25 0.95
S 2.22 0.49 -3.01
S -0.74 1.62 -2.79
P 3.57 0.54 0.82
Si -0.84 -2.57 1.09
Si -2.97 -1.82 1.97
Si -1.08 -4.55 -0.27
Si 0.65 -3.03 2.97
F 3.09 1.86 -0.10
F 3.16 -0.44 -0.41
F 2.03 0.41 1.39
F 4.01 -0.73 1.69
F 3.93 1.55 2.03
F 5.04 0.71 0.19
N 4.17 2.20 -2.70
N -2.57 2.82 -1.17
N -0.41 4.23 -0.91
N 1.41 4.23 0.34
N 2.12 3.10 -3.33
N -3.09 0.78 -1.78
C 1.48 5.30 -0.51
C 0.66 -5.26 -0.61
C -3.05 -0.47 -2.49
C -4.39 -2.34 0.78
C 0.25 3.56 0.06
C 4.19 4.21 -3.96
C -3.40 -2.71 3.62
C -2.16 1.76 -1.88
C 0.36 5.29 -1.28
C 2.26 4.03 1.47
C -3.03 0.06 2.26
C 2.40 -3.50 2.37
C -0.07 -4.56 3.87
C -1.89 -4.20 -1.96
C -4.09 1.23 -0.97
C -3.75 2.49 -0.60
C 0.70 -1.53 4.16
C 2.68 4.37 -3.76
C -2.15 -5.86 0.63
C 2.87 2.04 -2.96
C 4.76 3.52 -2.73
B -1.94 4.23 -1.21
H 2.83 -2.70 1.78
H 5.85 3.42 -2.79
H -0.05 -5.43 3.22
H 4.66 5.18 -4.13
H 1.95 3.13 2.01
H -3.89 -0.54 -3.17
H -1.92 -5.07 -2.61
H 2.19 4.66 -4.69
H -0.30 -1.22 4.45
H 2.38 -4.40 1.76
H -2.25 -6.77 0.04
H -2.46 0.59 1.50
H -2.69 -2.47 4.40
H -4.34 -1.80 -0.16
H -2.12 -0.50 -3.06
H 3.30 3.91 1.17
H 0.68 -5.93 -1.47
H 2.31 5.98 -0.49
H 4.37 3.57 -4.83
H -4.38 -2.41 3.97
H -1.72 -6.14 1.58
H -1.10 -4.41 4.18
H -3.15 -5.49 0.82
H -4.95 0.64 -0.74
H 1.25 -1.76 5.07
H -4.32 -3.40 0.55
H 4.65 1.45 -2.22
H 0.04 5.98 -2.03
H -2.08 4.67 -2.31
H 2.48 5.14 -3.01
H 1.15 2.89 -3.56
H -2.46 4.88 -0.35
H 1.34 -4.44 -0.82
H -2.58 0.32 3.21
H -4.27 3.19 0.03
H -4.04 0.46 2.24
H -1.31 -3.43 -2.48
H 4.51 4.10 -1.83
H 1.05 -5.82 0.24
H -3.07 -1.31 -1.79
H -5.37 -2.15 1.21
H -3.41 -3.79 3.50
H -2.90 -3.84 -1.86
H 1.19 -0.69 3.68
H 2.19 4.89 2.14
H 0.51 -4.81 4.75
H 3.07 -3.68 3.21
```

Properties
**HOMO energy (spin up / spin down)**: -7.3 / -7.3 eV
**Calculated total energy**: -132551.5572 eV
**Charge**: 0
**Orbital gap (spin up / spin down)**: 5.173 / 5.374 eV
**Spin multiplicity**: 2



# 2
C20H33N5O4 | ωB97M-V with the def2-TZVPD basis set

```
62
C20H33N5O4 (ωB97M-V with the def2-TZVPD basis set)
O 1.66 3.22 0.44
O -3.42 4.09 -2.20
O 1.90 0.60 0.87
O 3.37 -4.17 2.34
N 1.39 -7.34 -0.79
N 2.86 -2.22 1.31
N -0.38 -6.07 -0.95
N 0.67 -7.87 -1.81
N -0.59 3.27 0.72
C 1.28 -5.40 0.80
C -2.66 2.63 -0.40
C 2.40 -0.45 3.03
C 2.65 -7.94 -0.40
C 0.63 1.16 1.06
C -2.81 4.06 -0.93
C 2.86 -3.56 1.41
C -1.45 4.74 -1.06
C 4.04 -0.06 1.69
C -0.69 4.65 0.27
C 2.73 0.67 2.02
C 2.20 -4.31 0.27
C -5.35 4.07 -3.59
C -1.87 2.62 0.90
C -1.59 6.20 -1.49
C 0.62 2.65 0.70
C 0.75 -6.27 -0.29
C 3.44 -1.35 2.31
C -4.82 3.86 -2.19
C -0.37 -7.08 -1.86
H -5.14 5.09 -3.92
H 0.28 1.02 2.09
H 3.14 -7.30 0.33
H -1.22 5.23 1.03
H -2.15 6.77 -0.74
H 3.28 -8.05 -1.27
H -5.30 4.56 -1.48
H -1.74 1.61 1.27
H 2.37 -1.78 0.55
H -3.64 2.18 -0.24
H -0.61 6.66 -1.60
H 4.31 -0.09 0.64
H 3.00 -4.76 -0.33
H 2.79 1.70 2.37
H -6.43 3.91 -3.61
H -3.42 4.64 -0.22
H 2.72 -0.20 4.04
H 4.87 0.32 2.28
H 2.47 -8.92 0.04
H -2.42 3.17 1.67
H -1.16 -7.23 -2.58
H -0.06 0.62 0.41
H 1.82 -5.99 1.55
H -0.88 4.19 -1.81
H 1.65 -3.64 -0.39
H 0.42 -4.96 1.31
H 4.08 -1.96 2.94
H -2.12 6.27 -2.44
H 0.31 5.05 0.17
H 1.37 -0.82 3.06
H -4.88 3.38 -4.28
H -2.14 2.04 -1.16
H -5.04 2.85 -1.85
```

Properties
**HOMO energy**: -9.4 eV
**SMILES**: CCO[C@H]1CCN(C(=O)CO[C@H]2C[C@@H](NC(=O)CCc3ncnn3C)C2)C[C@@H]1C
**Calculated total energy**: -36916.2202 eV
**Charge**: 0
**Orbital gap**: 9.901 eV
**ΔE to the lowest compared entry with this formula, charge and spin**: 7.35 kcal/mol



Question: The highest calculated total energy belongs to which entry?
Answer: C20H33N5O4



Question: Look up the charge of the first one.
Answer: 0